Computed, not measured: a 2-piece molecular cluster, C14H16 overall, with ωB97M-V/def2-TZVPD.

Kohn-Sham gap: 9.71 eV
relative energy (zero: lowest compared OMol25 entry of this formula, charge and spin): 28.17 kcal per mole
SMILES string: Cc1ccccc1.Cc1ccccc1

Element x y z (Å)
C -2.0655 -1.1826 2.2266
H -0.7491 1.0417 -0.2225
C 0.6384 -0.7512 2.7027
H -3.1211 -1.3894 2.1222
C 0.0177 -0.4397 -3.1990
C 0.2359 1.9956 -1.7685
H 2.2346 -2.6708 2.1070
H -0.7530 -1.1595 -1.2995
C 0.4749 3.3284 -1.1338
H 0.1642 1.1582 3.3504
C -0.3272 -0.3455 -1.8785
H 0.8850 0.6462 -4.8819
C 0.2231 -1.8491 1.8761
C -0.3073 0.8623 -1.2018
H 1.2568 2.7191 -3.4731
C 1.3495 -2.7733 1.4892
C 0.5560 0.7071 -3.8604
C 0.6799 1.8657 -3.1279
H 0.0040 4.0818 -1.7683
C -1.1279 -2.0401 1.6346
C -1.6288 -0.0477 2.8704
H -2.3919 0.5267 3.3915
H 1.0119 -3.8004 1.6769
H 1.6461 -0.9098 3.0501
H -1.5865 -2.8159 1.0287
H 1.5369 3.5672 -1.2369
H -0.2458 -1.2327 -3.8749
H 0.0924 3.2956 -0.1147
C -0.2828 0.2113 3.0796
H 1.5795 -2.5993 0.4356

Results of the Mulliken charge analysis, in e, for atoms 1 through 8: -0.473, 0.249, -0.482, 0.375, -0.551, 0.592, 0.384, 0.364